Density functional theory data (ωB97M-V with the def2-TZVPD basis set) for C10H33BBrN2O9PS3Si2 as an isolated structure at a distorted geometry.

Positions of all 62 atoms, in Å:
Br: -4.09438 -5.08731 -1.98123
S: -1.58244 3.82619 5.39112
S: 0.93544 3.70033 -1.04069
S: 1.42808 -5.94819 -2.14245
P: 4.14173 -4.24733 -3.63068
Si: 2.44309 -4.04475 -2.17716
Si: 0.14728 -2.32544 -1.82052
O: -0.37748 4.05755 6.13447
O: -0.49169 4.37174 -0.73520
O: 0.28886 0.09665 -3.51518
O: -1.70744 4.25255 4.02424
O: -1.83442 -0.16437 -2.34954
O: -1.96078 2.26702 5.48168
O: 1.96946 4.64570 -0.73249
O: 0.94882 2.36727 -0.50000
O: 1.50356 -2.76375 -2.77930
N: 0.54610 -1.94487 -0.12772
N: 4.56459 -2.73944 -4.04420
C: -1.74516 -3.92264 -3.33840
C: 0.13454 1.05240 5.10762
C: -1.26966 1.35276 4.61757
C: 0.75987 3.60346 -2.79427
C: -0.26119 5.47604 1.44446
C: -1.28420 -3.56413 -1.87287
C: -2.95141 4.44099 6.32045
C: -0.94941 4.40089 0.62773
C: -2.62378 -5.19915 -3.29267
C: 3.23438 -3.73158 -0.49297
B: -0.53910 -0.63547 -2.61776
H: -1.78192 0.79040 -2.41891
H: -2.01870 4.60692 0.58503
H: 0.55995 4.59851 -3.18411
H: 0.77298 1.93333 5.03927
H: 3.74921 -4.91690 -4.82425
H: -1.25808 1.73399 3.59348
H: 1.62756 -6.52897 -3.37136
H: -2.95448 3.96363 7.29724
H: 5.25425 -4.91128 -3.01349
H: -2.03221 -6.07988 -3.02489
H: -0.32363 6.44215 0.94086
H: -0.09562 -1.20162 0.13441
H: -1.13548 -4.46798 -1.25590
H: -2.81759 5.51529 6.42913
H: 2.63345 -4.05337 0.36786
H: 1.69575 3.22636 -3.20161
H: -0.84727 -4.04413 -3.95823
H: -2.36725 -3.07822 -3.66828
H: -0.05342 2.92149 -3.02934
H: -2.14769 -3.04393 -1.41463
H: 3.95650 -2.09154 -3.55071
H: 0.11844 0.74334 6.15334
H: -0.82834 3.41777 1.08862
H: -0.71928 5.55620 2.42662
H: 3.46475 -2.66418 -0.36496
H: 0.79679 5.25049 1.58209
H: 0.28729 -2.75626 0.42811
H: -1.85777 0.43529 4.61356
H: -3.09493 -5.30938 -4.27738
H: 0.58625 0.26028 4.50919
H: 4.19064 -4.28458 -0.48566
H: -3.86920 4.22719 5.77843
H: 1.13576 0.21649 -3.08760

Max |F| = 2.9 eV/Å
Total energy = -160586.188 eV
E_HOMO = -8.31 eV
HOMO-LUMO gap = 8.469 eV
Lowest unoccupied orbital energy = 0.0057 Ha
Net charge = 0

***

Density functional theory data (ωB97M-V with the def2-TZVPD basis set) for a 3-piece molecular cluster, C5H14O2 overall at a distorted geometry.

Positions of all 21 atoms, in Å:
O: 2.51644 -0.13290 -1.25945
O: 1.15750 0.90942 3.00955
C: -0.88019 -0.81286 -0.67200
C: 0.16857 -1.02838 0.36284
C: -0.73298 -1.56037 -1.72213
C: -1.20099 1.67567 -0.00222
C: -1.90222 0.33121 -0.49027
H: 0.05431 -2.36337 -1.90730
H: 0.55307 -0.16606 0.74153
H: 1.07538 1.83399 3.27739
H: -1.50101 2.07740 0.99183
H: 2.52248 0.74457 -0.90542
H: 1.07745 -1.60690 -0.02048
H: -0.05076 1.64118 0.05889
H: 0.87397 0.26055 3.58690
H: -0.18499 -1.45039 1.31731
H: -2.60779 -0.11402 0.32646
H: 1.70228 -0.12871 -1.73381
H: -2.65705 0.52357 -1.28222
H: -1.55229 2.45795 -0.65671
H: -1.40971 -1.55359 -2.65239

SMILES = C=C(C)CC.O.O
Max |F| = 5.3 eV/Å
Total energy = -9505.156 eV
E_HOMO = -9.33 eV
HOMO-LUMO gap = 9.984 eV
Lowest unoccupied orbital energy = 0.0241 Ha
Net charge = 0